# C17H15F2O

A 2-piece molecular cluster, C17H15F2O overall (wB97M-V/def2-TZVPD, the Open Molecules 2025 dataset).

```
35
Properties=species:S:1:pos:R:3:forces:R:3:mulliken_charge:R:1
F -3.040 2.575 -1.434 0.4 -1.6 0.0 -0.30
C -2.759 1.228 -1.380 0.3 1.3 0.0 0.11
C -3.828 0.335 -1.326 0.6 -0.6 0.0 -0.51
C -3.525 -1.036 -1.260 -0.3 0.2 0.0 -0.51
C -2.215 -1.474 -1.240 0.6 0.1 0.0 -0.87
C -1.117 -0.554 -1.287 -0.8 0.1 0.0 1.40
C 0.179 -1.127 -1.235 0.1 0.3 -0.2 -0.68
C 1.474 -0.554 -1.270 0.8 0.1 0.1 1.37
C 2.572 -1.476 -1.276 -0.6 0.1 0.0 -0.82
C 3.883 -1.038 -1.292 0.3 0.2 0.0 -0.53
C 4.186 0.335 -1.304 -0.5 -0.6 0.0 -0.51
C 3.118 1.230 -1.295 -0.4 1.3 0.0 0.08
F 3.400 2.578 -1.292 -0.4 -1.6 0.0 -0.30
C 1.785 0.841 -1.279 0.4 -0.2 0.0 -0.38
C -1.426 0.838 -1.381 -0.4 -0.3 0.1 -0.43
H -4.855 0.695 -1.339 0.3 0.0 0.0 0.48
H -4.338 -1.761 -1.227 0.2 0.2 0.0 0.42
H -1.987 -2.544 -1.191 -0.2 0.4 0.0 0.40
H 0.178 -2.221 -1.196 0.0 0.3 0.0 0.24
H 2.344 -2.546 -1.268 0.2 0.4 0.0 0.39
H 4.695 -1.764 -1.299 -0.2 0.2 0.0 0.41
H 5.213 0.693 -1.318 -0.3 0.0 0.0 0.48
H 1.012 1.602 -1.259 0.6 -0.1 0.0 0.45
H -0.653 1.594 -1.461 -0.6 -0.1 0.0 0.55
C -1.280 0.588 2.540 -0.3 -0.1 0.0 -0.05
C -0.850 -0.383 3.655 0.0 -0.2 0.3 -0.47
O 0.619 -0.468 3.627 -0.2 0.1 -0.1 -0.45
C 1.049 0.398 2.676 -1.9 1.2 -1.3 -0.49
C 0.038 1.038 2.005 2.0 -0.7 0.6 -0.17
H -1.871 0.072 1.768 0.0 0.2 0.2 -0.10
H -1.877 1.422 2.935 0.1 -0.2 -0.1 0.32
H -1.154 -0.030 4.651 0.3 -0.1 -0.3 0.25
H -1.260 -1.394 3.518 0.3 0.3 0.0 0.32
H 2.117 0.525 2.503 -0.3 -0.3 0.4 0.45
H 0.174 1.781 1.228 0.1 -0.1 0.2 0.45
```
Forces are in eV/Å.

Computed properties:
E_tot: -25345.8066 eV
charge: +1
orbital gap: 4.48 eV